{"formula": "C90H90N18", "method": "ωB97M-V with the def2-TZVPD basis set", "gap_ev": 9.566, "de_lowest_ev": 0.4796, "species": ["N", "C", "C", "C", "C", "C", "H", "H", "H", "H", "H", "N", "C", "C", "C", "C", "C", "H", "H", "H", "H", "H", "N", "C", "C", "C", "C", "C", "H", "H", "H", "H", "H", "N", "C", "C", "C", "C", "C", "H", "H", "H", "H", "H", "N", "C", "C", "C", "C", "C", "H", "H", "H", "H", "H", "N", "C", "C", "C", "C", "C", "H", "H", "H", "H", "H", "N", "C", "C", "C", "C", "C", "H", "H", "H", "H", "H", "N", "C", "C", "C", "C", "C", "H", "H", "H", "H", "H", "N", "C", "C", "C", "C", "C", "H", "H", "H", "H", "H", "N", "C", "C", "C", "C", "C", "H", "H", "H", "H", "H", "N", "C", "C", "C", "C", "C", "H", "H", "H", "H", "H", "N", "C", "C", "C", "C", "C", "H", "H", "H", "H", "H", "N", "C", "C", "C", "C", "C", "H", "H", "H", "H", "H", "N", "C", "C", "C", "C", "C", "H", "H", "H", "H", "H", "N", "C", "C", "C", "C", "C", "H", "H", "H", "H", "H", "N", "C", "C", "C", "C", "C", "H", "H", "H", "H", "H", "N", "C", "C", "C", "C", "C", "H", "H", "H", "H", "H", "N", "C", "C", "C", "C", "C", "H", "H", "H", "H", "H"], "xyz": [[1.560, -3.770, -0.864], [2.202, -3.087, -1.825], [3.534, -2.637, -1.695], [4.286, -3.054, -0.580], [3.650, -3.788, 0.409], [2.326, -4.178, 0.180], [1.688, -2.741, -2.709], [4.076, -1.955, -2.334], [5.301, -2.697, -0.491], [4.039, -4.054, 1.380], [1.803, -4.797, 0.894], [2.670, 3.540, -4.548], [1.705, 2.746, -5.012], [1.685, 2.298, -6.338], [2.775, 2.503, -7.140], [3.796, 3.301, -6.654], [3.672, 3.815, -5.387], [0.947, 2.368, -4.341], [0.872, 1.665, -6.661], [2.822, 2.125, -8.150], [4.674, 3.549, -7.232], [4.426, 4.428, -4.916], [6.953, -0.555, -0.143], [6.244, 0.098, -1.098], [5.174, 0.976, -0.804], [4.973, 1.280, 0.526], [5.730, 0.602, 1.523], [6.652, -0.355, 1.133], [6.545, -0.126, -2.111], [4.590, 1.414, -1.600], [4.177, 1.973, 0.754], [5.604, 0.792, 2.578], [7.250, -0.859, 1.879], [-4.208, -1.581, 8.291], [-3.394, -1.268, 7.230], [-3.582, -1.894, 5.971], [-4.598, -2.823, 5.746], [-5.425, -3.129, 6.820], [-5.159, -2.495, 8.059], [-2.713, -0.478, 7.510], [-2.923, -1.602, 5.167], [-4.763, -3.365, 4.827], [-6.279, -3.790, 6.814], [-5.787, -2.758, 8.897], [-0.417, 0.135, 8.465], [-0.124, 0.065, 7.155], [0.062, -1.061, 6.379], [-0.039, -2.293, 7.031], [-0.329, -2.308, 8.389], [-0.471, -1.098, 9.051], [-0.017, 1.038, 6.700], [0.416, -1.032, 5.359], [-0.049, -3.220, 6.478], [-0.337, -3.212, 8.981], [-0.735, -1.216, 10.091], [1.118, -0.983, -4.785], [-0.099, -1.587, -4.933], [-0.243, -2.782, -5.644], [0.894, -3.478, -5.989], [2.112, -2.939, -5.682], [2.232, -1.638, -5.145], [-0.975, -1.034, -4.626], [-1.138, -3.376, -5.756], [0.903, -4.511, -6.306], [3.070, -3.406, -5.863], [3.217, -1.232, -4.967], [6.212, 6.401, -2.257], [5.278, 5.482, -2.495], [5.509, 4.118, -2.385], [6.862, 3.701, -2.144], [7.829, 4.666, -1.821], [7.449, 5.991, -1.911], [4.296, 5.710, -2.881], [4.661, 3.467, -2.541], [7.036, 2.637, -2.092], [8.854, 4.401, -1.605], [8.168, 6.724, -1.577], [-8.951, -1.000, -1.820], [-8.098, -1.172, -0.794], [-8.286, -1.855, 0.361], [-9.568, -2.397, 0.535], [-10.547, -2.324, -0.478], [-10.211, -1.535, -1.655], [-7.114, -0.773, -0.993], [-7.639, -1.960, 1.219], [-9.878, -2.879, 1.450], [-11.499, -2.787, -0.265], [-10.871, -1.465, -2.506], [-3.673, -3.608, -1.366], [-4.400, -4.108, -0.359], [-3.901, -4.901, 0.692], [-2.564, -5.191, 0.684], [-1.773, -4.739, -0.382], [-2.353, -3.932, -1.337], [-5.413, -3.783, -0.173], [-4.525, -5.397, 1.420], [-2.129, -5.994, 1.260], [-0.736, -5.006, -0.524], [-1.770, -3.544, -2.159], [5.540, -0.752, -4.469], [5.676, 0.325, -5.246], [6.032, 0.231, -6.584], [6.387, -0.936, -7.111], [6.368, -2.094, -6.331], [5.896, -1.937, -4.976], [5.226, 1.252, -4.925], [5.964, 1.103, -7.217], [6.590, -1.062, -8.164], [6.586, -3.100, -6.655], [5.775, -2.801, -4.339], [0.287, -5.088, 4.602], [-1.082, -4.968, 4.698], [-1.834, -4.259, 3.778], [-1.204, -3.437, 2.862], [0.161, -3.584, 2.772], [0.873, -4.353, 3.655], [-1.599, -5.565, 5.435], [-2.911, -4.276, 3.852], [-1.672, -2.795, 2.130], [0.738, -2.963, 2.102], [1.935, -4.442, 3.475], [-2.831, 3.434, -0.839], [-1.638, 3.616, -1.487], [-1.576, 4.403, -2.630], [-2.664, 5.250, -2.928], [-3.814, 5.205, -2.134], [-3.909, 4.244, -1.122], [-0.750, 3.076, -1.194], [-0.589, 4.500, -3.058], [-2.544, 5.923, -3.764], [-4.575, 5.901, -2.454], [-4.853, 4.128, -0.611], [-0.088, 2.235, 4.610], [-0.214, 3.545, 4.768], [-0.979, 4.374, 3.935], [-1.608, 3.771, 2.872], [-1.521, 2.429, 2.616], [-0.782, 1.700, 3.561], [0.271, 3.877, 5.674], [-1.060, 5.428, 4.154], [-2.223, 4.336, 2.187], [-2.023, 1.880, 1.833], [-0.581, 0.642, 3.476], [0.428, -0.268, 0.665], [1.386, -0.065, -0.338], [1.073, 0.244, -1.661], [-0.324, 0.260, -1.967], [-1.321, 0.028, -0.977], [-0.883, -0.161, 0.312], [2.442, -0.141, -0.127], [1.694, 0.352, -2.538], [-0.615, 0.383, -3.000], [-2.334, -0.091, -1.331], [-1.567, -0.405, 1.112], [4.000, -2.306, 3.089], [4.539, -2.036, 4.267], [4.001, -1.071, 5.120], [3.058, -0.178, 4.580], [2.496, -0.417, 3.324], [3.005, -1.509, 2.605], [5.236, -2.765, 4.653], [4.443, -0.945, 6.098], [2.662, 0.611, 5.202], [1.801, 0.310, 2.931], [2.668, -1.615, 1.585], [3.139, 5.975, 0.839], [2.701, 5.887, -0.444], [1.931, 4.797, -0.878], [1.690, 3.727, -0.033], [2.213, 3.793, 1.255], [2.860, 4.945, 1.683], [3.080, 6.553, -1.205], [1.608, 4.736, -1.906], [1.041, 2.919, -0.338], [2.103, 2.996, 1.975], [3.204, 4.957, 2.707], [-5.761, 0.965, 2.552], [-5.667, 1.519, 1.308], [-5.103, 0.833, 0.274], [-4.577, -0.414, 0.518], [-4.654, -0.960, 1.826], [-5.268, -0.258, 2.804], [-6.131, 2.471, 1.095], [-5.045, 1.407, -0.639], [-4.230, -0.936, -0.362], [-4.230, -1.942, 1.972], [-5.360, -0.664, 3.800], [-3.751, -0.165, -3.892], [-3.364, 1.031, -4.352], [-4.171, 2.223, -4.218], [-5.393, 2.103, -3.573], [-5.745, 0.863, -3.121], [-4.954, -0.270, -3.297], [-2.445, 1.099, -4.915], [-3.808, 3.207, -4.474], [-5.975, 2.983, -3.344], [-6.655, 0.844, -2.539], [-5.227, -1.248, -2.929]], "atomic_forces_ev_per_a": [[1.263, -0.671, -0.432], [1.031, 1.105, 0.628], [0.335, -1.111, 1.215], [-0.836, 0.632, -0.184], [-0.940, -0.794, -0.344], [-0.419, 0.955, -0.689], [-0.622, -0.197, 0.067], [-0.483, -0.027, -0.749], [0.124, -0.046, 0.212], [0.584, 0.023, -0.235], [-0.002, -0.002, 0.215], [-0.520, -0.561, 0.119], [0.403, -0.008, -0.851], [-0.388, -0.791, 0.786], [0.195, 0.636, -0.509], [0.251, 0.150, -0.091], [0.083, 0.195, 0.908], [-0.188, 0.349, 0.282], [-0.086, -0.017, -0.035], [-0.062, -0.163, -0.041], [0.027, -0.068, -0.123], [0.310, 0.203, -0.402], [-0.391, 0.132, -1.296], [-0.182, -0.277, 1.283], [1.498, -0.936, -0.118], [0.148, -0.806, 0.829], [-0.752, 0.451, -0.744], [-0.127, 1.187, -0.211], [-0.139, 0.028, -0.166], [-0.035, 0.065, -0.005], [0.082, 0.153, 0.409], [-0.248, 0.128, 0.038], [-0.004, -0.300, 0.013], [0.343, -0.471, -1.428], [-2.310, -1.246, 0.604], [0.627, 0.875, 0.482], [-0.291, -0.155, 1.186], [0.565, 0.962, 1.229], [0.126, 0.010, -0.717], [0.425, -0.110, -0.723], [0.129, -0.056, -0.129], [0.232, 0.333, -0.350], [0.113, -0.211, -0.408], [-0.065, 0.075, 0.227], [0.176, -2.435, 0.166], [0.146, 1.567, 0.189], [0.370, -1.159, 0.887], [-0.780, 0.057, -0.150], [0.663, 0.561, -0.294], [-0.448, 0.521, -0.334], [-0.016, 0.050, -0.284], [-0.340, 0.286, -0.164], [0.507, -0.083, -0.094], [-0.261, -0.167, -0.170], [0.082, 0.761, 0.311], [-0.434, -0.044, 0.390], [1.228, 0.114, -1.509], [-0.036, -0.523, 0.942], [0.971, -0.427, 0.575], [1.662, 1.649, 0.086], [-2.123, -1.382, -0.298], [-0.036, 0.035, 0.280], [-0.635, 0.750, 0.039], [-0.470, 0.019, -0.436], [-0.126, -0.568, -0.207], [-0.142, 0.433, 0.109], [0.392, 0.236, -0.024], [0.789, -0.901, -0.110], [2.241, 0.125, 0.106], [-1.816, 0.493, 0.560], [-0.930, -0.863, -1.023], [-0.996, 0.001, 0.472], [-0.119, 0.917, 0.218], [0.209, -0.358, -0.072], [0.377, -0.031, -0.009], [-0.012, -0.071, 0.119], [-0.099, 0.480, -0.316], [-2.220, -0.939, 1.066], [1.282, 0.616, -1.681], [-2.412, -0.913, 1.342], [-0.843, 0.009, -0.977], [1.747, 1.768, -0.698], [1.709, -1.295, 1.607], [0.198, 0.268, 0.054], [0.665, 0.330, -0.425], [0.306, -0.173, 0.166], [-0.186, 0.146, -0.485], [-0.157, 0.203, 0.060], [0.302, -0.325, 1.042], [0.344, 0.347, 1.178], [0.220, 0.017, -0.652], [1.082, -1.238, -1.537], [-0.360, 0.347, 0.155], [-0.997, 0.126, -0.310], [-0.450, 0.102, -0.952], [-0.365, 0.371, 0.061], [-0.077, 0.290, 0.744], [0.113, 0.044, 0.300], [0.118, 0.037, -0.107], [0.374, -0.006, 0.131], [-1.084, -0.643, -0.575], [-0.418, 2.502, 0.828], [0.619, -3.522, -1.130], [-1.066, 0.631, 2.541], [0.780, 0.325, -2.024], [0.315, 0.212, 0.552], [0.094, 0.200, 0.082], [0.208, 0.264, -0.144], [0.150, 0.145, -0.346], [0.016, -0.094, 0.149], [-1.355, 0.476, 0.528], [1.676, -0.594, -1.156], [-0.576, 0.701, 0.601], [0.658, -0.694, -0.433], [0.382, 1.707, -0.233], [-0.587, -1.172, 0.194], [0.233, -0.074, 0.260], [-0.103, -0.015, 0.066], [-0.465, -0.017, 0.161], [-0.146, -0.002, -0.352], [0.281, -0.106, 0.487], [-0.201, 0.963, 0.334], [-2.707, 0.113, -0.562], [-0.185, 1.002, 1.105], [0.973, -1.003, 0.508], [0.730, -0.098, -0.966], [2.426, -0.444, -1.135], [-0.360, -0.328, 0.392], [-0.134, 0.088, -0.653], [-0.312, 0.190, -0.005], [-0.504, -0.123, 0.562], [0.166, -0.357, 0.425], [-1.160, -0.341, -1.561], [-0.304, 0.120, 0.290], [0.695, -0.632, 0.718], [-0.901, 0.982, -1.083], [0.950, -1.621, 1.811], [1.221, 0.334, 0.279], [0.130, 0.648, -0.045], [-0.051, 0.019, -0.121], [-0.013, 0.396, -0.007], [-0.100, 0.410, -0.235], [-0.416, -0.296, -0.296], [0.964, 0.801, -2.142], [-1.606, 0.152, 0.521], [-3.148, -0.313, 0.198], [0.366, -0.312, 1.193], [1.609, 0.320, -1.941], [1.631, -0.959, 0.468], [0.045, -0.208, 0.762], [0.726, 0.002, 0.433], [-0.115, 0.094, -0.051], [-0.193, 0.259, 0.391], [-0.236, 0.176, 0.149], [-0.752, 0.649, -1.448], [-1.723, -0.350, 0.867], [0.438, 0.882, -1.118], [-0.196, -0.999, 0.739], [1.369, -0.233, 0.434], [0.824, 0.789, 1.032], [0.445, 0.071, -0.123], [-0.186, 0.144, 0.132], [0.023, 0.235, -0.003], [-0.248, -0.337, -0.287], [-0.009, -0.659, -0.032], [-0.315, -0.397, -0.248], [0.164, -1.676, 1.344], [0.356, 0.117, -0.099], [-0.051, 0.596, 0.528], [-0.265, 0.157, 0.213], [0.036, 0.277, -1.823], [-0.137, 0.674, 0.439], [-0.061, 0.156, -0.153], [0.320, -0.306, -0.022], [-0.232, -0.227, -0.035], [0.198, 0.544, 0.044], [-0.528, 1.108, -0.397], [-0.413, -1.508, 2.378], [0.424, 0.697, -0.140], [-0.373, -0.324, 0.341], [0.969, -0.786, -2.765], [-0.436, 1.661, -0.135], [-0.024, 0.267, 0.579], [0.193, -0.638, -0.492], [0.472, -0.563, 0.281], [-0.045, -0.183, 0.230], [-0.119, 0.195, 0.222], [0.084, 0.153, -0.378], [-1.957, 1.405, 0.264], [0.884, -1.502, 0.260], [1.502, 0.436, -0.401], [-1.108, -0.924, 0.805], [0.740, 1.321, -0.275], [0.321, -0.153, 0.164], [0.190, -0.130, -0.377], [-0.214, -0.030, -0.098], [-0.273, -0.589, -0.084], [-0.074, -0.081, 0.057]], "lowdin_charge": [0.074, -0.144, -0.059, -0.061, -0.086, -0.151, 0.076, 0.075, 0.089, 0.084, 0.086, 0.069, -0.140, -0.071, -0.079, -0.083, -0.165, 0.088, 0.099, 0.110, 0.105, 0.085, 0.049, -0.145, -0.087, -0.058, -0.051, -0.167, 0.077, 0.088, 0.082, 0.095, 0.103, 0.060, -0.103, -0.074, -0.105, -0.070, -0.158, 0.084, 0.087, 0.088, 0.094, 0.093, 0.068, -0.183, -0.071, -0.064, -0.081, -0.155, 0.072, 0.083, 0.079, 0.102, 0.098, 0.059, -0.122, -0.059, -0.090, -0.074, -0.132, 0.073, 0.106, 0.110, 0.095, 0.075, 0.068, -0.193, -0.070, -0.041, -0.069, -0.152, 0.087, 0.070, 0.078, 0.100, 0.099, 0.056, -0.184, -0.071, -0.083, -0.049, -0.100, 0.069, 0.098, 0.098, 0.089, 0.090, 0.068, -0.163, -0.083, -0.106, -0.063, -0.137, 0.091, 0.102, 0.112, 0.082, 0.097, 0.036, -0.130, -0.091, -0.100, -0.028, -0.136, 0.095, 0.102, 0.111, 0.098, 0.099, 0.068, -0.134, -0.097, -0.075, -0.091, -0.157, 0.103, 0.082, 0.095, 0.075, 0.098, 0.079, -0.125, -0.066, -0.079, -0.083, -0.130, 0.068, 0.086, 0.104, 0.100, 0.092, 0.050, -0.156, -0.055, -0.095, -0.060, -0.128, 0.102, 0.103, 0.100, 0.082, 0.080, 0.093, -0.128, -0.068, -0.062, -0.054, -0.162, 0.077, 0.081, 0.064, 0.078, 0.082, 0.060, -0.161, -0.053, -0.078, -0.069, -0.143, 0.101, 0.099, 0.096, 0.070, 0.066, 0.069, -0.137, -0.076, -0.077, -0.091, -0.133, 0.088, 0.079, 0.071, 0.092, 0.100, 0.074, -0.128, -0.107, -0.071, -0.076, -0.162, 0.099, 0.077, 0.079, 0.085, 0.092, 0.053, -0.136, -0.045, -0.095, -0.100, -0.130, 0.086, 0.083, 0.108, 0.088, 0.098]}